[1]
{
  "formula": "C4H30O12",
  "method": "ωB97M-V/def2-TZVPD",
  "homo_energy_ha": -0.3764,
  "e_tot_ev": -29201.4130,
  "smiles": "CC(C)C=O.O.O.O.O.O.O.O.O.O.O.O",
  "orbital_gap_ev": 10.287,
  "species": ["C", "C", "C", "C", "O", "H", "H", "H", "H", "H", "H", "H", "H", "O", "H", "H", "O", "H", "H", "O", "H", "H", "O", "H", "H", "O", "H", "H", "O", "H", "H", "O", "H", "H", "O", "H", "H", "O", "H", "H", "O", "H", "H", "O", "H", "H"],
  "positions_angstrom": [[1.078, 0.470, 0.117], [2.471, 1.148, -0.422], [2.210, 2.170, -1.546], [3.362, 0.010, -1.105], [3.124, -0.373, -2.250], [0.648, 0.934, 0.920], [1.388, -0.566, 0.370], [0.131, 0.374, -0.449], [2.974, 1.438, 0.522], [3.098, 2.477, -2.127], [1.628, 3.008, -1.320], [1.676, 1.512, -2.261], [4.001, -0.676, -0.486], [-1.748, -0.774, -1.856], [-1.830, -1.547, -1.212], [-1.301, -1.210, -2.586], [2.059, -2.364, -0.449], [2.617, -2.037, -1.188], [2.284, -3.133, 0.039], [-1.127, 2.819, 0.511], [-0.629, 3.666, 0.382], [-1.479, 2.381, -0.159], [-2.462, 1.519, 2.378], [-1.613, 1.744, 1.661], [-3.179, 1.439, 1.767], [-0.084, -0.217, 2.979], [-0.413, -0.932, 3.604], [-0.578, 0.507, 3.151], [-3.887, 2.254, 0.003], [-3.962, 1.479, -0.540], [-3.400, 2.988, -0.573], [-0.052, -3.141, 0.847], [0.376, -2.537, 0.278], [-0.466, -3.908, 0.291], [-2.621, -1.237, 2.354], [-2.442, -0.337, 2.606], [-2.008, -1.328, 1.562], [-2.483, 2.147, -2.193], [-1.680, 1.722, -2.093], [-3.053, 1.400, -2.231], [0.783, -2.134, -2.567], [1.125, -2.683, -1.832], [1.491, -1.681, -3.121], [1.650, -2.417, 2.763], [0.799, -2.934, 2.792], [1.522, -1.437, 2.667]],
  "forces_ev_per_a": [[1.9, -1.9, -2.0], [-0.5, -1.0, -0.2], [0.9, -2.2, -1.0], [-2.3, -0.6, -0.2], [0.7, 0.7, 1.2], [0.0, 1.5, 2.6], [-0.6, 0.9, 0.3], [1.1, 0.1, -1.3], [-0.1, 0.3, -0.8], [-0.1, 0.0, 0.6], [-0.9, 1.2, 0.7], [-0.1, 0.8, 0.1], [0.0, 1.0, 0.0], [-0.6, -1.5, 1.4], [0.1, 1.7, -1.1], [0.5, 0.0, -0.3], [-0.2, 1.2, -0.7], [0.1, -1.0, 0.9], [1.2, -1.0, 0.5], [3.5, 3.9, 5.4], [-0.9, -1.6, -0.5], [-2.2, -2.1, -5.3], [4.4, 0.4, -1.6], [-3.6, -0.3, 3.0], [-1.0, 0.2, -0.7], [2.4, -5.0, 0.4], [0.4, 1.4, -1.2], [-2.7, 3.8, 1.0], [1.0, 2.8, -0.6], [-0.1, -0.3, -0.5], [-1.7, -2.8, 1.7], [-2.8, -3.6, -0.2], [0.8, 0.9, -1.2], [1.2, 2.4, 1.4], [0.9, -1.4, -1.9], [-0.2, 1.1, 0.2], [-1.0, -0.1, 1.6], [-1.4, 2.0, -0.6], [3.0, -1.3, 0.0], [-1.0, -0.9, -0.4], [0.0, 0.6, -1.8], [0.2, 0.8, -0.9], [-1.1, -1.2, 1.5], [-0.2, 0.0, 0.3], [1.2, 1.5, -0.4], [-0.6, -1.6, 0.2]]
}


[2]
{
  "formula": "C4H30O13S",
  "method": "ωB97M-V/def2-TZVPD",
  "homo_energy_ha": -0.3298,
  "e_tot_ev": -42090.3083,
  "smiles": "O=C(O)CCCS.O.O.O.O.O.O.O.O.O.O.O",
  "orbital_gap_ev": 9.140,
  "species": ["O", "C", "O", "C", "C", "C", "S", "H", "H", "H", "H", "H", "H", "H", "H", "O", "H", "H", "O", "H", "H", "O", "H", "H", "O", "H", "H", "O", "H", "H", "O", "H", "H", "O", "H", "H", "O", "H", "H", "O", "H", "H", "O", "H", "H", "O", "H", "H"],
  "positions_angstrom": [[0.747, -0.727, 1.898], [1.208, -0.300, 0.863], [2.541, -0.522, 0.632], [0.547, 0.449, -0.193], [1.353, 0.482, -1.526], [0.624, 1.353, -2.543], [1.481, 1.348, -4.154], [3.047, -0.962, 1.366], [-0.488, 0.009, -0.385], [0.376, 1.491, 0.195], [1.475, -0.522, -1.905], [2.364, 0.842, -1.383], [-0.439, 1.061, -2.633], [0.567, 2.434, -2.194], [1.224, 0.017, -4.537], [1.918, -2.853, -0.631], [1.136, -2.678, -1.142], [2.387, -2.014, -0.605], [0.527, 3.824, -0.279], [-0.284, 3.529, 0.178], [0.529, 4.809, -0.290], [-1.569, 2.985, 1.122], [-1.039, 2.665, 1.897], [-1.991, 2.224, 0.784], [-1.629, -3.424, 0.572], [-0.764, -3.646, 0.933], [-2.175, -4.269, 0.643], [-1.918, -1.126, 1.927], [-0.945, -0.995, 2.034], [-1.982, -1.995, 1.494], [-2.830, 0.719, 0.316], [-2.465, 0.043, 0.951], [-3.742, 0.899, 0.522], [2.155, 2.553, 1.439], [1.743, 3.117, 0.846], [2.662, 1.961, 0.912], [0.765, -3.783, 1.606], [0.878, -3.021, 2.158], [1.290, -3.568, 0.823], [-0.538, -2.436, -1.663], [-1.031, -2.888, -0.946], [-1.042, -1.682, -1.910], [-2.172, -0.353, -2.044], [-2.981, -0.497, -2.539], [-2.429, 0.117, -1.232], [0.030, 1.997, 3.000], [-0.045, 1.095, 3.043], [0.922, 2.235, 2.576]],
  "forces_ev_per_a": [[-0.4, 0.1, 0.3], [1.8, -1.2, 1.3], [0.6, 0.4, 0.2], [-1.3, 0.6, -1.5], [-0.8, 0.5, 0.5], [-0.5, 0.9, 0.2], [-0.5, -1.1, -0.3], [-1.3, 0.5, -0.5], [1.5, 0.5, 0.4], [0.1, -1.0, -0.3], [-0.2, -0.4, -0.2], [0.2, 0.3, 0.2], [0.6, -0.1, -0.2], [0.4, -1.2, -0.5], [0.2, 1.4, 0.6], [1.3, -0.5, 0.5], [-1.3, 0.2, -0.9], [0.1, -0.1, 0.0], [0.8, 1.3, -0.4], [-0.8, 0.2, 0.3], [-0.2, -1.2, 0.1], [1.3, 1.8, 0.9], [-0.4, 0.1, -0.2], [-1.0, -1.6, -0.8], [-2.5, -1.9, -0.3], [1.1, -0.4, 0.7], [1.1, 1.7, -0.2], [0.5, 0.4, 0.2], [-0.7, 0.0, 0.0], [-0.1, -0.2, -0.1], [0.5, 0.1, -0.4], [-0.4, -0.2, 0.3], [-0.4, -0.1, 0.3], [1.4, -1.4, 2.9], [-1.7, 2.3, -2.3], [0.8, -0.8, -0.5], [-0.4, -0.8, 0.2], [0.0, 0.7, 0.6], [0.5, 0.1, -0.6], [1.2, -1.7, 0.5], [0.0, 0.3, -0.4], [-1.0, 1.2, -0.4], [0.0, 0.0, -0.5], [0.0, 0.0, -0.1], [-0.3, 0.1, 0.2], [1.4, 4.0, -0.4], [0.0, -3.5, 0.2], [-1.3, -0.8, 0.6]]
}


[3]
{
  "formula": "C4H31N3O11",
  "method": "ωB97M-V/def2-TZVPD",
  "homo_energy_ha": -0.3334,
  "e_tot_ev": -31642.9507,
  "smiles": "CNC(=O)CNCN.O.O.O.O.O.O.O.O.O.O",
  "orbital_gap_ev": 8.969,
  "species": ["C", "N", "C", "O", "C", "N", "C", "N", "H", "H", "H", "H", "H", "H", "H", "H", "H", "H", "H", "O", "H", "H", "O", "H", "H", "O", "H", "H", "O", "H", "H", "O", "H", "H", "O", "H", "H", "O", "H", "H", "O", "H", "H", "O", "H", "H", "O", "H", "H"],
  "positions_angstrom": [[0.253, -0.723, 3.733], [0.985, -0.732, 2.459], [0.288, -0.967, 1.321], [0.865, -0.950, 0.226], [-1.183, -1.466, 1.216], [-1.940, -0.765, 0.166], [-2.622, -1.675, -0.790], [-2.026, -2.904, -1.221], [0.010, 0.268, 4.129], [0.816, -1.157, 4.541], [-0.634, -1.349, 3.443], [1.892, -0.293, 2.483], [-1.550, -1.198, 2.197], [-1.288, -2.539, 0.982], [-1.374, -0.075, -0.298], [-3.546, -1.898, -0.297], [-2.895, -1.154, -1.744], [-1.699, -3.557, -0.546], [-1.405, -2.874, -1.984], [-0.135, -1.477, -2.739], [-0.364, -1.315, -3.664], [0.810, -1.661, -2.803], [3.080, 0.987, 0.817], [3.865, 0.500, 0.487], [2.410, 0.926, 0.107], [1.812, 1.628, -1.919], [1.985, 2.027, -2.778], [0.935, 1.279, -2.076], [1.780, 3.435, 0.640], [2.511, 2.905, 0.906], [1.273, 3.028, -0.066], [-1.147, 1.447, -2.478], [-0.724, 0.589, -2.656], [-1.735, 1.451, -3.246], [-2.860, 2.559, -0.864], [-2.214, 1.854, -0.932], [-2.464, 3.443, -0.884], [0.028, 2.648, 2.509], [0.913, 2.660, 2.065], [-0.331, 3.504, 2.281], [2.205, -0.478, -2.956], [2.659, -1.189, -3.459], [2.028, -0.890, -2.107], [3.149, -2.139, -0.585], [3.878, -2.036, 0.034], [2.422, -1.631, -0.188], [-3.264, 0.771, 2.359], [-2.362, 0.929, 2.656], [-3.091, 0.253, 1.521]],
  "forces_ev_per_a": [[-0.8, -0.6, -0.7], [-1.9, 0.1, 1.2], [1.3, -1.3, -1.9], [0.4, 0.7, -0.3], [0.1, 1.3, 0.6], [0.4, -0.2, 0.1], [-0.1, 0.2, -0.8], [-0.8, -0.3, 0.3], [-0.3, 0.1, -0.7], [0.3, -0.8, 0.0], [0.8, 0.8, 1.7], [0.1, 0.0, -1.0], [-1.3, -0.5, -0.2], [0.8, 0.4, 0.8], [0.4, -0.1, -0.2], [-0.7, -0.3, 0.2], [0.3, 0.1, 1.1], [-0.1, -0.3, 0.5], [0.8, 0.5, -0.6], [-0.8, -0.1, -0.6], [0.0, -0.1, 0.0], [-0.3, 0.1, 0.0], [0.5, -0.5, -0.2], [-0.8, 0.6, 0.1], [0.5, -0.2, 0.1], [-0.3, 1.1, 0.5], [0.4, 0.0, 0.1], [-0.3, -0.1, 0.2], [-1.0, 1.6, 0.2], [1.0, -1.0, -0.4], [0.5, -0.4, -0.3], [0.5, -1.1, -1.0], [0.2, -0.2, 0.5], [-0.3, 0.7, 0.3], [-1.1, 0.6, 0.4], [0.4, 0.6, -0.1], [0.3, -0.8, 0.0], [0.8, -0.7, 0.1], [-1.2, 0.3, 0.3], [-0.1, 0.3, -0.1], [1.0, -1.5, -1.6], [0.0, 0.6, 0.4], [0.7, 0.3, 0.7], [0.3, 0.0, -0.1], [0.0, -0.1, -0.1], [-0.3, 0.0, 0.3], [0.4, -0.9, -1.0], [0.0, 0.4, 0.2], [-0.3, 0.8, 0.8]]
}


[4]
{
  "formula": "C4H31NO11",
  "method": "ωB97M-V/def2-TZVPD",
  "homo_energy_ha": -0.3147,
  "e_tot_ev": -28662.9832,
  "smiles": "C1CCNC1.O.O.O.O.O.O.O.O.O.O.O",
  "orbital_gap_ev": 8.465,
  "species": ["C", "C", "C", "N", "C", "H", "H", "H", "H", "H", "H", "H", "H", "H", "O", "H", "H", "O", "H", "H", "O", "H", "H", "O", "H", "H", "O", "H", "H", "O", "H", "H", "O", "H", "H", "O", "H", "H", "O", "H", "H", "O", "H", "H", "O", "H", "H"],
  "positions_angstrom": [[1.662, -2.325, -0.730], [0.252, -2.044, -0.252], [0.370, -1.329, 1.083], [1.713, -1.608, 1.570], [2.422, -2.456, 0.584], [2.086, -1.536, -1.350], [1.677, -3.273, -1.266], [-0.366, -1.396, -0.879], [-0.369, -2.944, -0.244], [0.240, -0.272, 0.869], [-0.454, -1.594, 1.741], [2.203, -0.789, 1.877], [3.449, -2.093, 0.468], [2.547, -3.451, 1.014], [-2.941, -2.253, 2.661], [-2.758, -1.357, 2.364], [-2.101, -2.565, 3.003], [2.007, 2.634, 0.161], [1.889, 1.880, 0.770], [2.317, 3.329, 0.749], [-2.017, 2.682, 0.837], [-2.227, 1.968, 0.215], [-1.479, 3.225, 0.241], [0.949, 0.991, -3.258], [1.750, 1.524, -3.192], [1.257, 0.111, -3.021], [-0.832, 2.853, -1.640], [-0.141, 2.315, -2.043], [-1.533, 3.073, -2.253], [-3.278, 1.073, -1.779], [-3.636, 0.243, -2.085], [-2.876, 1.674, -2.401], [-2.078, -2.443, -2.479], [-2.772, -2.692, -1.871], [-1.208, -2.264, -2.138], [-2.963, -0.804, 0.057], [-3.789, -1.103, 0.462], [-2.784, -0.049, 0.632], [3.397, 1.248, -1.808], [3.543, 0.793, -0.974], [3.610, 2.161, -1.593], [2.131, 1.311, 2.659], [1.513, 1.568, 3.358], [2.765, 2.037, 2.680], [-0.965, 1.106, 2.762], [-1.514, 1.893, 2.580], [-0.668, 0.947, 1.861]],
  "forces_ev_per_a": [[-0.2, -0.9, 0.3], [-1.3, 0.2, -0.7], [0.2, 0.1, -0.3], [-0.2, -0.7, 0.0], [0.9, 1.1, 0.9], [0.0, 0.1, 0.0], [0.2, 0.1, -0.3], [0.5, 0.2, -0.3], [0.4, -0.2, 0.6], [0.2, 0.4, 0.0], [0.2, -0.2, 0.3], [0.1, 0.2, 0.0], [0.0, 0.0, 0.0], [-0.4, -0.3, -0.5], [-0.3, 0.0, 0.0], [0.2, 0.0, 0.1], [0.1, -0.1, 0.1], [0.2, -0.2, 0.3], [-0.2, 0.3, -0.2], [-0.2, 0.2, -0.1], [-0.1, 0.0, -0.4], [-0.3, 0.1, 0.0], [0.1, 0.0, 0.2], [-0.2, 0.2, -0.1], [0.1, -0.2, 0.1], [0.0, 0.0, 0.1], [0.0, 0.5, 0.7], [-0.2, -0.3, -0.5], [0.4, -0.1, -0.5], [-0.1, 1.0, 1.5], [0.4, 0.0, -0.8], [-0.3, -0.8, -0.8], [-0.6, -0.1, -2.0], [0.7, 0.1, 0.8], [-0.3, -0.2, 0.9], [-0.4, -0.1, 0.8], [0.0, -0.4, -0.2], [0.3, 0.2, -0.4], [0.5, -0.2, -0.3], [-0.1, 0.0, 0.0], [-0.2, 0.1, 0.1], [0.2, 0.4, 0.3], [-0.4, -0.4, -0.2], [0.2, -0.2, 0.0], [-0.3, 0.3, 0.0], [0.2, -0.2, 0.2], [0.3, -0.2, 0.1]]
}